# C5H5NO

A molecular structure, C5H5NO (ωB97M-V with the def2-TZVPD basis set, OMol25).

```
12
C5H5NO, DFT ωB97M-V with the def2-TZVPD basis set
N 2.527 -1.808 0.205
C 1.568 -1.173 0.102
C 0.376 -0.345 -0.022
C -0.741 -0.718 -0.894
C -1.168 0.905 0.433
C 0.326 1.144 0.219
O -0.734 -0.664 0.860
H -1.173 -0.104 -1.675
H -0.906 -1.790 -0.981
H -1.595 1.356 1.334
H 0.593 1.754 -0.651
H 0.930 1.429 1.091
```

highest occupied orbital energy (alpha / beta) = -7.86 / -7.86 eV
frontier orbital gap (alpha / beta) = 0.286 / 0.286 Ha
total energy = -8796.1898 eV
relative energy (zero: lowest compared OMol25 entry of this formula, charge and spin) = 166.7 kcal/mol

Computed Mulliken charges, given in elementary charges: -0.40, -0.30, 0.87, -0.26, -0.61, -0.24, -0.33, 0.22, 0.31, 0.17, 0.25, 0.31